# 1
# C4H12

2 unconnected molecules or ions with the total composition C4H12 (ωB97M-V/def2-TZVPD, the OMol25 dataset).

**⟨S²⟩**: 0.75
**Multiplicity**: 2
**Charge**: -1
**Highest occupied orbital energy (spin up / spin down)**: 1.540 / -8.012 eV
**Orbital gap (spin up / spin down)**: 0.1058 / 0.4596 Eh

Element x y z (Å)
1 C 1.9141 0.3802 1.7248
2 C 2.8333 -0.3061 0.6865
3 H 1.9544 1.4627 1.6633
4 H 0.9184 -0.0204 1.5513
5 H 2.2214 0.0831 2.7310
6 H 3.1768 -1.2746 1.0617
7 H 3.7370 0.2705 0.4838
8 H 2.3079 -0.4800 -0.2559
9 C -2.2836 0.7214 -1.0122
10 C -2.5092 -0.7443 -1.4103
11 H -1.2931 1.0798 -1.2936
12 H -3.0423 1.3789 -1.4558
13 H -2.3888 0.8282 0.0668
14 H -3.1848 -1.2693 -0.7373
15 H -2.8116 -0.8282 -2.4527
16 H -1.5500 -1.2818 -1.3513

# 2
# C4H12

2 unconnected molecules or ions with the total composition C4H12 (ωB97M-V/def2-TZVPD, the OMol25 dataset).

**⟨S²⟩**: 0.75
**Multiplicity**: 2
**Charge**: -1
**Highest occupied orbital energy (spin up / spin down)**: 1.548 / -7.334 eV
**Orbital gap (spin up / spin down)**: 0.1012 / 0.4358 Eh

Element x y z (Å)
1 C -0.6123 2.1652 2.1251
2 C -0.8718 1.1369 1.0340
3 H -0.7653 1.7106 3.1021
4 H 0.3981 2.5740 2.0424
5 H -1.2590 3.0226 1.9313
6 H -0.7177 1.5645 0.0425
7 H -1.7592 0.5306 1.2477
8 H -0.1875 0.2639 1.0083
9 C 1.3044 -1.1276 -1.6489
10 C 0.1624 -2.1483 -1.4968
11 H 1.7819 -1.3908 -2.5952
12 H 0.8783 -0.1276 -1.6676
13 H 2.0711 -1.2100 -0.8768
14 H -0.7199 -1.7517 -1.9986
15 H 0.4783 -3.1407 -1.8136
16 H -0.1724 -2.3286 -0.4677

# 3
# C4H12

2 unconnected molecules or ions with the total composition C4H12 (ωB97M-V/def2-TZVPD, the OMol25 dataset).

**⟨S²⟩**: 0.75
**Multiplicity**: 2
**Charge**: -1
**Highest occupied orbital energy (spin up / spin down)**: 1.594 / -7.630 eV
**Orbital gap (spin up / spin down)**: 0.1012 / 0.4436 Eh

Element x y z (Å)
1 C 1.2106 1.1859 0.7238
2 C 1.9643 -0.1495 0.8546
3 H 0.6567 1.1540 -0.2182
4 H 0.5887 1.3561 1.6011
5 H 1.9547 1.9666 0.5369
6 H 1.3558 -1.0110 0.6108
7 H 2.4311 -0.1563 1.8500
8 H 2.8858 -0.1158 0.2647
9 C -1.9189 0.1682 -0.8131
10 C -1.2966 -1.2010 -0.7509
11 H -1.7336 0.7543 -1.7095
12 H -2.9982 0.0156 -0.6591
13 H -1.6320 0.7294 0.0833
14 H -1.8151 -1.9209 -1.3858
15 H -0.2713 -1.1910 -1.1290
16 H -1.2173 -1.5508 0.2855

# 4
# C4H12

2 unconnected molecules or ions with the total composition C4H12 (ωB97M-V/def2-TZVPD, the OMol25 dataset).

**⟨S²⟩**: 0.75
**Multiplicity**: 2
**Charge**: -1
**Highest occupied orbital energy (spin up / spin down)**: 1.543 / -7.696 eV
**Orbital gap (spin up / spin down)**: 0.1003 / 0.4483 Eh

Element x y z (Å)
1 C -2.2330 -1.8980 0.2740
2 C -1.4852 -0.5326 0.1587
3 H -3.1534 -1.8288 -0.2397
4 H -1.5201 -2.5354 -0.1065
5 H -2.4322 -2.0514 1.3355
6 H -0.4122 -0.7862 0.0986
7 H -1.6970 -0.0628 1.1769
8 H -1.7985 -0.0022 -0.7599
9 C 2.1354 0.7255 -0.6883
10 C 1.4873 1.7741 0.1590
11 H 2.6393 0.9951 -1.6476
12 H 2.9233 0.3165 -0.0407
13 H 1.5597 -0.1218 -1.0178
14 H 0.9176 1.2076 0.8066
15 H 0.8118 2.4688 -0.2923
16 H 2.2571 2.3315 0.7835

# 5
# C4H12

2 unconnected molecules or ions with the total composition C4H12 (ωB97M-V/def2-TZVPD, the OMol25 dataset).

**⟨S²⟩**: 0.75
**Multiplicity**: 2
**Charge**: -1
**Highest occupied orbital energy (spin up / spin down)**: 1.565 / -7.529 eV
**Orbital gap (spin up / spin down)**: 0.1036 / 0.4410 Eh

Element x y z (Å)
1 C -1.2833 1.6012 0.4675
2 C -0.1687 1.2898 1.4660
3 H -2.2879 1.6722 0.8703
4 H -1.0763 2.5344 -0.0565
5 H -1.1727 0.7777 -0.2204
6 H 0.2994 1.9221 2.2177
7 H -0.5711 0.4148 2.0021
8 H 0.7523 0.8392 1.0516
9 C 0.6607 -1.9220 -0.4082
10 C 0.7341 -0.8747 -1.5301
11 H 1.5868 -1.9696 0.1670
12 H -0.1210 -1.6384 0.3055
13 H 0.3706 -2.8883 -0.8164
14 H 0.2319 0.0441 -1.2633
15 H 1.7772 -0.6360 -1.7692
16 H 0.2680 -1.1663 -2.4839

# 6
# C4H12

2 unconnected molecules or ions with the total composition C4H12 (ωB97M-V/def2-TZVPD, the OMol25 dataset).

**⟨S²⟩**: 0.75
**Multiplicity**: 2
**Charge**: -1
**Highest occupied orbital energy (spin up / spin down)**: 1.573 / -7.287 eV
**Orbital gap (spin up / spin down)**: 0.1026 / 0.4353 Eh

Element x y z (Å)
1 C -1.1626 0.3333 -1.4164
2 C -2.2723 -0.3552 -0.6644
3 H -1.5713 1.1328 -1.9858
4 H -0.3557 0.6439 -0.8138
5 H -1.0571 -0.3729 -2.1449
6 H -2.8474 0.4913 -0.1746
7 H -1.7637 -1.0145 0.1489
8 H -3.0358 -0.9749 -1.1751
9 C 2.1467 -0.5682 0.7722
10 C 1.4700 0.5597 1.3068
11 H 1.5794 -1.0066 -0.1561
12 H 3.1647 -0.3590 0.3170
13 H 2.1497 -1.4257 1.5084
14 H 2.0434 1.4969 1.6033
15 H 0.8526 0.4908 2.2117
16 H 0.6594 0.9284 0.6627

# 7
# C4H12

2 unconnected molecules or ions with the total composition C4H12 (ωB97M-V/def2-TZVPD, the OMol25 dataset).

**⟨S²⟩**: 0.75
**Multiplicity**: 2
**Charge**: -1
**Highest occupied orbital energy (spin up / spin down)**: 1.505 / -7.814 eV
**Orbital gap (spin up / spin down)**: 0.1046 / 0.4517 Eh

Element x y z (Å)
1 C 1.7464 -1.9088 -0.7902
2 C 2.3456 -0.7349 -0.0091
3 H 1.9658 -2.8676 -0.3160
4 H 0.6605 -1.8999 -0.6477
5 H 2.0218 -2.0039 -1.8403
6 H 3.4314 -0.7502 -0.0035
7 H 1.8999 0.2086 -0.3517
8 H 1.9203 -0.8313 0.9958
9 C -1.9054 1.9498 0.8541
10 C -2.1345 0.7180 -0.0516
11 H -1.0283 1.7648 1.4813
12 H -1.5928 2.7861 0.2182
13 H -2.8260 2.2432 1.3457
14 H -2.8286 0.9500 -0.8550
15 H -2.4861 -0.1348 0.5167
16 H -1.1902 0.5111 -0.5467

# 8
# C4H12

2 unconnected molecules or ions with the total composition C4H12 (ωB97M-V/def2-TZVPD, the OMol25 dataset).

**⟨S²⟩**: 0.75
**Multiplicity**: 2
**Charge**: -1
**Highest occupied orbital energy (spin up / spin down)**: 1.498 / -7.125 eV
**Orbital gap (spin up / spin down)**: 0.1032 / 0.4241 Eh

Element x y z (Å)
1 C -2.6355 0.9410 -0.0331
2 C -2.7343 -0.5507 -0.0784
3 H -2.4928 1.4099 1.0071
4 H -1.6791 1.0622 -0.5790
5 H -3.3812 1.3149 -0.6138
6 H -3.0009 -1.1641 -0.8591
7 H -3.6793 -0.7563 0.5746
8 H -1.9750 -1.1574 0.3889
9 C 3.0275 -0.5544 -0.5302
10 C 2.3274 0.2161 0.6076
11 H 3.5565 -1.4490 -0.2606
12 H 2.1848 -0.8646 -1.3666
13 H 3.8184 0.1214 -0.8184
14 H 1.7938 1.0913 0.2604
15 H 3.1700 0.5802 1.3379
16 H 1.7743 -0.5004 1.1333

Calculated E_tot in order - -4340.8960; -4340.5856; -4340.6284; -4340.0732; -4340.4160; -4339.4995; -4340.8003; -4339.5323 eV
Calculated relative energy (zero: lowest compared OMol25 entry of this formula, charge and spin) in order - 13.6; 43.5; 39.4; 92.9; 59.9; 148.3; 22.8; 145.1 kJ/mol